{"formula": "C4H22O9Sr", "method": "ωB97M-V with the def2-TZVPD basis set", "homo_ha": [-0.216, -0.473], "e_lumo_ev": [-2.90, -3.03], "largest_force_ev_per_a": 3.11, "charge": 1, "spin_multiplicity": 2, "species": ["Sr", "O", "H", "H", "O", "H", "H", "O", "H", "H", "O", "H", "H", "O", "H", "H", "C", "C", "O", "O", "H", "H", "H", "H", "H", "H", "C", "C", "O", "O", "H", "H", "H", "H", "H", "H"], "coordinates": [[-9.566, 27.683, -26.379], [-10.850, 25.514, -27.155], [-11.776, 25.284, -27.236], [-10.396, 24.882, -27.711], [-8.254, 26.184, -27.974], [-7.318, 26.090, -28.150], [-8.680, 25.647, -28.642], [-9.457, 28.921, -24.016], [-8.928, 28.588, -23.291], [-10.164, 29.408, -23.594], [-8.158, 26.191, -25.024], [-8.646, 25.621, -24.430], [-7.414, 25.660, -25.308], [-11.891, 28.570, -25.908], [-12.347, 29.389, -25.713], [-12.498, 27.885, -25.629], [-11.102, 29.167, -29.018], [-9.909, 30.144, -28.647], [-9.561, 30.156, -27.262], [-10.790, 27.841, -28.779], [-11.276, 29.277, -30.088], [-11.971, 29.561, -28.492], [-10.341, 31.106, -28.920], [-8.999, 30.049, -29.240], [-9.236, 31.048, -27.117], [-11.061, 27.232, -29.470], [-6.255, 29.618, -25.881], [-5.585, 29.121, -24.589], [-4.455, 29.888, -24.225], [-7.175, 28.708, -26.424], [-5.431, 29.940, -26.518], [-6.784, 30.477, -25.466], [-5.141, 28.173, -24.892], [-6.202, 28.990, -23.699], [-4.107, 29.518, -23.410], [-6.758, 28.207, -27.128]], "lowdin_spin": [0.256, 0.080, 0.025, 0.059, 0.104, 0.040, 0.067, 0.018, 0.006, 0.004, 0.045, 0.020, 0.024, 0.029, 0.007, 0.018, 0.015, 0.011, 0.007, 0.043, 0.003, 0.003, 0.001, 0.004, 0.002, 0.026, 0.010, 0.006, 0.002, 0.032, 0.002, 0.002, 0.004, 0.003, 0.000, 0.022]}